{
  "formula": "C70H52BiFN8O3S2",
  "method": "wB97M-V/def2-TZVPD",
  "charge": 0,
  "energy_ev": -121725.7178,
  "relative_energy_kj_mol": 10.85,
  "homo_ha": -0.232,
  "species": ["Bi", "C", "C", "C", "C", "C", "C", "C", "C", "C", "C", "C", "N", "C", "C", "C", "C", "C", "C", "C", "C", "C", "C", "C", "C", "C", "N", "C", "C", "C", "C", "C", "C", "C", "C", "C", "C", "C", "C", "N", "C", "C", "N", "C", "C", "C", "C", "C", "C", "H", "H", "H", "H", "H", "H", "H", "H", "H", "H", "H", "H", "H", "H", "H", "H", "H", "H", "H", "H", "H", "H", "H", "H", "H", "H", "H", "H", "C", "C", "C", "C", "C", "C", "C", "F", "C", "C", "C", "O", "C", "C", "N", "C", "C", "O", "O", "H", "H", "H", "H", "H", "H", "H", "H", "H", "H", "H", "N", "C", "C", "C", "C", "C", "C", "N", "C", "C", "C", "S", "C", "N", "H", "H", "H", "H", "H", "H", "H", "C", "S", "C", "H", "H", "H", "H", "H", "H"],
  "xyz": [[0.39493, 0.11985, 0.76136], [0.68405, 7.63545, 4.19951], [0.38214, 7.42124, 2.86231], [0.37900, 6.13244, 2.34587], [0.67965, 5.03989, 3.15257], [0.97560, 5.26793, 4.49491], [0.97326, 6.55088, 5.01842], [0.63705, 3.65393, 2.59194], [-0.36596, 2.86002, 3.03248], [-1.38715, 3.33325, 3.98216], [-2.32189, 2.38830, 4.05720], [-1.91796, 1.30431, 3.15155], [-0.74192, 1.57453, 2.58764], [-2.80937, 0.21331, 2.91070], [-2.53628, -0.94937, 2.21738], [-3.59417, -1.90993, 1.83794], [-3.00345, -2.89983, 1.16922], [-1.55907, -2.61461, 1.17058], [-0.59783, -3.44023, 0.65955], [-0.97587, -4.68983, -0.05969], [-1.77184, -5.67777, 0.51639], [-2.15102, -6.80168, -0.20724], [-1.72527, -6.96661, -1.51696], [-0.90180, -6.00683, -2.09284], [-0.52911, -4.88563, -1.36922], [0.81150, -3.16140, 0.76171], [1.38352, -1.99675, 1.06244], [2.76588, -2.20543, 1.04257], [3.73018, -1.25731, 1.15029], [5.12874, -1.69623, 0.85793], [5.97864, -2.14055, 1.86166], [7.27549, -2.53424, 1.55501], [7.72859, -2.47620, 0.24484], [6.87943, -2.03071, -0.76119], [5.58225, -1.64330, -0.45776], [3.55183, 0.15030, 1.42457], [4.61403, 0.99302, 1.35633], [4.17263, 2.33422, 1.65584], [2.65998, 2.18824, 1.89556], [2.35420, 0.79462, 1.72510], [3.01835, -3.59677, 0.75101], [1.81919, -4.18590, 0.57776], [-1.33264, -1.40432, 1.78308], [-4.18976, 0.34548, 3.48625], [-4.60479, -0.49114, 4.52026], [-5.88459, -0.39240, 5.05067], [-6.77203, 0.55330, 4.55721], [-6.36893, 1.40165, 3.53433], [-5.08894, 1.29688, 3.00733], [0.68869, 8.64025, 4.60265], [0.14254, 8.25880, 2.21900], [0.11982, 5.97173, 1.30468], [1.22051, 4.42064, 5.12433], [1.20421, 6.70572, 6.06483], [-1.38153, 4.28418, 4.48574], [-3.21966, 2.39539, 4.65293], [-4.64553, -1.78970, 2.04563], [-3.47375, -3.75562, 0.71260], [-2.08569, -5.56803, 1.54754], [-2.77445, -7.55438, 0.25875], [-2.02218, -7.84195, -2.08072], [-0.55391, -6.12982, -3.11182], [0.11269, -4.13767, -1.82107], [5.62162, -2.18037, 2.88394], [7.93235, -2.88209, 2.34230], [8.74198, -2.77483, 0.00810], [7.22793, -1.98239, -1.78513], [4.90973, -1.28497, -1.22999], [5.61380, 0.72413, 1.05908], [4.66709, 3.19910, 1.23709], [3.99397, -4.05233, 0.70583], [1.61302, -5.22334, 0.37007], [-3.91027, -1.22784, 4.90704], [-6.18753, -1.05377, 5.85272], [-7.77014, 0.63197, 4.96885], [-7.05321, 2.14442, 3.14330], [-4.77546, 1.96591, 2.21508], [-0.02215, -1.66061, -7.25788], [0.43391, -2.72482, -6.26439], [-0.13089, -4.10736, -6.55847], [-1.64589, -4.11687, -6.40088], [-2.04467, -3.54436, -5.06331], [-3.25262, -3.86751, -4.48407], [-3.59721, -3.34315, -3.24300], [-4.78933, -3.68994, -2.71490], [-2.76636, -2.51217, -2.55150], [-1.53024, -2.17725, -3.11457], [-0.61046, -1.33129, -2.32605], [-0.98433, -0.95430, -1.20987], [0.64542, -1.02535, -2.95176], [0.88752, -1.52674, -4.19631], [0.06481, -2.33359, -4.89503], [-1.17374, -2.68228, -4.36639], [1.76684, -0.17998, -2.36170], [2.54965, 0.33264, -3.16140], [1.86134, -0.12648, -1.09113], [0.19337, -1.97389, -8.28069], [0.49818, -0.72076, -7.06926], [-1.09390, -1.47602, -7.16852], [1.52250, -2.78015, -6.27901], [0.31375, -4.82337, -5.86227], [0.15836, -4.40389, -7.56709], [-2.02864, -5.13447, -6.48693], [-2.11002, -3.54059, -7.20603], [-3.94035, -4.53759, -4.98596], [-3.02330, -2.12151, -1.57460], [1.82083, -1.25985, -4.67796], [1.96804, 4.53200, -0.43215], [2.37237, 4.45799, 0.90443], [3.26155, 5.25628, 1.50049], [3.70633, 5.08729, 2.87248], [3.73492, 3.93422, 3.56250], [3.57093, 2.56680, 3.05321], [1.61501, 3.26521, 1.46509], [0.83822, 2.75916, 0.31215], [1.10878, 3.49862, -0.69280], [0.52596, 3.32121, -2.02694], [0.43649, 4.28745, -2.98136], [-0.33391, 3.65098, -4.36071], [-0.49170, 2.13761, -3.55431], [-0.01058, 2.10589, -2.35757], [2.41467, 5.09866, -1.13026], [3.63471, 6.11242, 0.94584], [3.99506, 5.99411, 3.39288], [3.99551, 3.99784, 4.61391], [3.73740, 1.76985, 3.76832], [0.74887, 5.31830, -2.93552], [-0.96921, 1.29527, -4.03619], [-2.86175, 3.11111, -0.05264], [-2.79422, 1.53632, -0.93067], [-4.49619, 0.98248, -0.69927], [-3.08748, 2.96098, 1.00446], [-3.59226, 3.78536, -0.50077], [-1.86590, 3.55070, -0.12226], [-5.19490, 1.76730, -0.99104], [-4.68276, 0.67973, 0.33041], [-4.64147, 0.12110, -1.35066]],
  "forces_ev_per_a": [[0.0150, 0.2524, -0.7089], [0.0129, -0.0404, 0.0136], [0.0103, -0.0194, -0.0100], [-0.1140, 0.0280, -0.0118], [0.0059, -0.0179, 0.0148], [-0.0328, -0.0476, -0.0036], [-0.0168, 0.0318, -0.0323], [0.0635, -0.0552, -0.0502], [-0.1114, 0.0167, -0.0141], [0.1201, 0.0299, -0.0537], [-0.0866, -0.0681, 0.0560], [0.0628, 0.0136, -0.0544], [-0.0875, 0.0308, 0.1011], [-0.0949, 0.0935, 0.0717], [0.1084, -0.1169, -0.0362], [-0.0033, 0.1166, 0.0469], [0.0682, -0.0724, -0.0352], [-0.0041, 0.1286, 0.0238], [0.1031, -0.0923, -0.0705], [0.0113, 0.0304, 0.0038], [0.0044, -0.0277, 0.0194], [0.0165, 0.0153, 0.0050], [0.0100, 0.0216, 0.0054], [-0.0119, -0.0027, 0.0118], [-0.0227, 0.0324, -0.0045], [-0.0522, 0.0465, 0.0834], [-0.0062, -0.1435, 0.0741], [0.0217, 0.0364, -0.0929], [-0.0735, 0.0092, 0.0245], [-0.0080, 0.0669, -0.0258], [0.0347, -0.0192, 0.0252], [-0.0239, 0.0074, -0.0036], [-0.0224, 0.0125, -0.0133], [-0.0043, -0.0018, 0.0296], [-0.0065, -0.0280, -0.0036], [-0.1564, 0.0087, 0.0436], [0.1290, 0.0728, -0.0501], [0.0014, 0.0181, 0.0452], [0.0113, 0.0215, -0.1107], [-0.0823, -0.0968, 0.1213], [-0.0560, -0.0163, -0.0124], [0.0114, -0.0915, 0.0043], [-0.1650, 0.0172, 0.1127], [0.0731, -0.0159, -0.0514], [-0.0240, -0.0342, -0.0069], [0.0167, 0.0063, -0.0140], [0.0169, 0.0117, -0.0100], [0.0289, -0.0120, -0.0033], [-0.0299, 0.0266, 0.0457], [-0.0055, -0.0096, 0.0009], [-0.0040, -0.0098, 0.0026], [0.0269, 0.0105, 0.0160], [-0.0097, 0.0152, 0.0040], [0.0058, -0.0029, -0.0059], [0.0308, -0.0062, 0.0101], [0.0125, 0.0127, -0.0143], [0.0134, 0.0125, -0.0073], [0.0170, 0.0156, -0.0077], [-0.0122, 0.0085, -0.0161], [0.0042, 0.0045, 0.0031], [0.0018, 0.0073, 0.0034], [0.0034, 0.0040, 0.0089], [-0.0040, -0.0007, -0.0101], [0.0020, 0.0170, -0.0078], [-0.0043, 0.0022, -0.0051], [-0.0097, -0.0064, -0.0035], [0.0007, 0.0002, 0.0070], [0.0216, 0.0062, 0.0067], [-0.0116, 0.0116, 0.0308], [-0.0618, 0.0054, -0.0455], [-0.0010, 0.0081, -0.0027], [0.0032, 0.0222, -0.0038], [-0.0108, 0.0055, -0.0005], [0.0059, 0.0016, -0.0027], [0.0058, -0.0015, -0.0019], [0.0072, -0.0022, 0.0040], [-0.0155, 0.0015, 0.0068], [-0.0009, 0.0115, 0.0321], [-0.0340, 0.0304, -0.0204], [-0.0281, -0.0115, 0.0400], [0.0105, 0.0089, 0.0459], [-0.0016, -0.0431, -0.0508], [0.0072, -0.0055, -0.0225], [-0.0233, -0.0249, -0.0122], [0.0078, -0.0003, -0.0159], [0.0220, 0.0459, 0.0672], [-0.0346, 0.0194, -0.0019], [-0.0358, -0.0930, 0.0075], [0.2120, -0.0026, 0.0570], [0.0353, -0.0275, -0.0814], [-0.0400, 0.0040, 0.0085], [-0.0211, -0.0258, 0.0081], [0.0810, 0.0218, -0.0627], [0.0892, -0.0521, 0.1018], [0.0086, -0.0169, 0.0113], [-0.1729, 0.0728, 0.0097], [0.0038, 0.0034, 0.0110], [-0.0179, -0.0012, -0.0018], [0.0090, -0.0051, -0.0173], [0.0251, -0.0053, 0.0169], [0.0089, 0.0019, -0.0137], [-0.0042, -0.0066, -0.0014], [-0.0144, 0.0008, -0.0113], [-0.0068, 0.0016, 0.0000], [0.0066, 0.0012, 0.0182], [0.0105, -0.0261, -0.0158], [0.0058, -0.0020, -0.0020], [-0.1158, 0.1597, 0.1004], [-0.0384, -0.1096, -0.0860], [0.0913, 0.0526, 0.0463], [-0.0503, 0.0140, -0.0624], [0.0115, -0.1120, -0.0260], [0.0620, 0.0309, 0.0318], [0.0212, -0.0309, 0.1001], [0.1266, -0.1705, 0.3563], [0.0433, 0.0584, -0.2334], [0.0244, -0.0823, 0.0998], [0.0027, 0.0334, -0.0670], [-0.0491, -0.0763, -0.0426], [0.0342, 0.1111, -0.0040], [-0.0280, 0.0597, -0.0152], [0.0574, -0.0758, -0.0267], [0.0148, -0.0188, 0.0121], [-0.0231, -0.0045, 0.0066], [0.0220, -0.0102, -0.0121], [-0.0307, 0.0184, 0.0271], [0.0201, -0.0317, 0.0135], [0.0170, 0.0162, 0.0406], [0.0083, -0.0646, 0.0151], [-0.0331, 0.0467, 0.0972], [0.0818, 0.0071, 0.0503], [0.0161, 0.0115, -0.0056], [0.0026, 0.0119, 0.0107], [-0.0237, -0.0073, 0.0005], [-0.0241, -0.0265, -0.0056], [-0.0124, -0.0016, -0.0088], [-0.0092, -0.0001, 0.0137]],
  "lowdin_charge": [2.001, -0.090, -0.075, -0.032, -0.214, -0.063, -0.077, 0.003, -0.211, 0.018, 0.006, -0.228, 0.033, -0.089, -0.238, 0.017, 0.006, -0.250, -0.081, -0.192, -0.040, -0.078, -0.091, -0.076, -0.041, -0.215, 0.005, -0.231, -0.052, -0.234, -0.030, -0.082, -0.094, -0.074, -0.018, -0.263, 0.043, -0.105, -0.276, -0.070, 0.028, 0.008, -0.006, -0.233, -0.036, -0.079, -0.093, -0.074, -0.051, 0.099, 0.101, 0.119, 0.126, 0.103, 0.112, 0.114, 0.117, 0.109, 0.119, 0.102, 0.099, 0.098, 0.118, 0.123, 0.100, 0.098, 0.102, 0.129, 0.120, 0.140, 0.120, 0.114, 0.123, 0.101, 0.099, 0.102, 0.099, -0.024, -0.312, -0.135, -0.131, -0.134, 0.051, -0.254, 0.063, 0.070, -0.054, -0.322, -0.152, -0.038, 0.027, 0.011, -0.085, -0.641, 0.010, -0.187, 0.087, 0.084, 0.084, 0.146, 0.124, 0.121, 0.121, 0.119, 0.133, 0.123, 0.146, 0.177, -0.196, -0.051, -0.100, -0.061, -0.122, -0.225, 0.109, -0.269, -0.307, -0.346, 1.037, -0.456, 0.055, 0.154, 0.117, 0.106, 0.110, 0.149, 0.075, 0.084, -0.390, 0.767, -0.393, 0.016, 0.037, 0.012, 0.037, 0.008, 0.024]
}